27
Properties=species:S:1:pos:R:3:forces:R:3 method="wB97M-V/def2-TZVPD" e_above_lowest_kj_mol=112.0 gap_ev=9.00 e_lumo_ev=0.9
S 0.6483 -1.0638 3.7228 0.17 0.70 0.18
P 0.5921 -0.3837 1.6919 -1.78 0.69 -0.17
C -1.2902 -0.7824 1.1962 1.83 1.94 -0.47
C -2.0793 0.4283 1.6927 0.57 -2.65 -1.70
C -1.4169 1.4913 2.0443 1.61 -1.72 -0.19
C 0.1010 1.4332 2.0753 -1.58 -1.49 -2.35
H 0.1136 -2.1548 3.2529 -0.37 -1.18 0.07
H -1.7247 -1.6505 1.5688 -0.30 -1.84 1.10
H -1.2388 -0.9244 0.0877 -0.32 0.54 0.95
H -3.1366 0.2521 1.6456 -0.54 0.65 0.23
H -1.9747 2.2650 2.3750 -1.20 2.96 1.12
H 0.4585 1.9876 1.2079 0.46 0.47 0.35
H 0.4214 1.7635 3.0069 1.17 0.74 1.43
C 0.9729 1.9177 -2.1805 2.38 2.33 -0.39
C -0.0975 1.1392 -1.5767 0.95 -3.14 0.10
N -0.1355 -0.1445 -1.4339 -0.37 1.83 -0.97
C 0.8941 -0.9870 -1.9307 3.84 -0.64 1.07
C 0.7414 -2.4212 -1.4609 2.70 -1.74 0.74
H 2.0310 1.9275 -1.6973 -1.77 -0.90 -0.70
H 1.0246 1.4778 -3.2216 0.44 1.08 0.74
H 0.7743 3.0635 -2.1264 -0.14 -2.04 -0.70
H -1.0114 1.6128 -1.4675 -1.77 1.08 0.97
H 2.0227 -0.7345 -1.6089 -2.26 0.16 -0.35
H 1.0296 -1.0039 -3.0065 -0.70 0.48 -0.52
H 1.3827 -3.1932 -2.0727 -1.36 1.60 0.83
H 1.1504 -2.5572 -0.4160 -0.33 0.40 -0.93
H -0.2529 -2.7586 -1.3683 -1.35 -0.35 -0.44



101
Properties=species:S:1:pos:R:3:forces:R:3 method="wB97M-V/def2-TZVPD" total_charge=-1 s2=8.78 multiplicity=6 e_above_lowest_kj_mol=70.3 gap_ev="6.77 / 6.30" e_lumo_ev="2.3 / 1.0"
Ru -1.3710 -0.5460 -0.9219 -0.30 -0.14 -0.36
C -1.7222 -0.4292 3.0544 -0.01 0.16 -0.11
C -2.3622 0.9448 2.8700 0.13 -0.10 0.13
C -2.4976 1.6389 4.2250 -0.03 0.03 -0.12
C -1.6349 1.8160 1.8801 -0.10 0.19 -0.14
C -1.3975 3.1953 2.0186 0.05 0.00 -0.01
C -0.8504 3.5853 0.8198 0.01 -0.01 0.11
N -0.7684 2.5054 0.0227 0.17 0.37 0.22
N -1.2387 1.4173 0.6635 -0.10 -0.14 -0.09
B -0.3864 2.5861 -1.4646 -0.11 -0.53 0.07
N 0.7809 1.6433 -1.8208 0.36 0.29 -0.02
C 1.9149 2.0716 -2.4001 0.10 -0.12 -0.08
C 2.6678 0.9749 -2.7418 0.03 0.02 0.03
C 1.9068 -0.1334 -2.3288 -0.04 0.19 -0.11
N 0.7720 0.2945 -1.7646 -0.33 -0.21 -0.02
C 2.2310 -1.5803 -2.5913 -0.08 -0.11 0.13
C 3.6363 -1.7289 -3.1723 -0.12 0.06 -0.11
C 2.1074 -2.4643 -1.3527 0.05 0.13 -0.04
N -1.5984 2.2860 -2.3696 -0.15 0.35 -0.17
C -2.1151 3.1459 -3.2616 -0.04 0.00 -0.05
C -3.0428 2.4732 -4.0197 -0.08 -0.05 -0.03
C -3.0468 1.1557 -3.5231 0.16 0.16 0.04
N -2.1713 1.0749 -2.5133 0.10 -0.24 0.10
C -3.8041 -0.0052 -4.1241 -0.03 -0.11 0.13
C -4.8060 0.4786 -5.1710 0.13 0.00 0.00
C -4.5160 -0.8917 -3.1050 0.17 0.04 0.00
H -2.4263 -1.1132 3.5310 0.02 -0.05 -0.01
H -0.8368 -0.3455 3.6834 0.05 -0.03 0.06
H -1.4324 -0.8493 2.0935 -0.02 -0.09 0.05
H -3.3696 0.8012 2.4687 0.04 -0.02 -0.03
H -1.5125 1.8841 4.6284 0.02 0.00 0.05
H -3.0032 0.9763 4.9286 0.00 -0.01 0.02
H -3.0839 2.5558 4.1472 0.01 0.02 0.04
H -1.5901 3.8166 2.8750 -0.01 -0.02 0.02
H -0.5137 4.5502 0.4800 -0.03 0.00 -0.06
H -0.0324 3.7092 -1.6902 0.04 0.09 0.02
H 2.1152 3.1210 -2.5343 -0.09 0.03 0.02
H 3.6283 0.9789 -3.2251 0.03 -0.03 0.03
H 1.5031 -1.9286 -3.3322 -0.01 0.03 0.01
H 4.3791 -1.3660 -2.4576 0.03 0.00 0.00
H 3.7538 -1.1716 -4.1029 0.02 -0.02 -0.03
H 3.8450 -2.7796 -3.3782 0.01 -0.02 0.02
H 2.9726 -2.3179 -0.7070 0.06 0.00 0.06
H 2.0668 -3.5150 -1.6424 -0.01 -0.02 0.03
H 1.1978 -2.2405 -0.8039 0.03 -0.09 0.06
H -1.7936 4.1730 -3.2983 0.09 -0.02 0.02
H -3.6261 2.8646 -4.8341 -0.01 0.04 0.03
H -3.0480 -0.6293 -4.6075 0.00 0.02 -0.04
H -5.5367 1.1544 -4.7207 -0.03 0.02 -0.03
H -5.3445 -0.3748 -5.5849 -0.01 -0.01 -0.01
H -4.3133 0.9960 -5.9959 -0.03 0.03 -0.01
H -5.2608 -0.3265 -2.5445 -0.06 0.00 0.02
H -3.7947 -1.3038 -2.4031 -0.06 -0.06 0.10
H -5.0126 -1.7225 -3.6119 0.00 0.02 -0.04
S -7.8159 -3.0012 2.6112 -0.07 -0.06 0.04
C -6.4561 -2.4492 1.8796 0.07 0.09 -0.07
S -6.3176 -0.8554 1.2078 0.17 -0.30 0.11
C -4.6543 -0.9702 0.6464 -0.19 0.86 -0.21
C -4.0363 -2.1914 0.8675 0.60 -0.48 0.09
S -2.4645 -2.6004 0.4076 -0.48 0.03 0.04
S -5.0130 -3.3953 1.6944 -0.14 0.30 -0.06
S -3.9384 0.3700 -0.0752 -0.26 -0.47 -0.03
C -1.5547 -3.8246 -3.6977 0.14 0.18 0.11
C -1.1927 -2.6552 -2.7929 0.16 -0.16 -0.33
O -0.8075 -2.9005 -1.6223 0.17 0.10 0.10
O -1.3167 -1.4902 -3.2332 -0.25 0.02 0.10
H -0.9102 -4.6777 -3.4939 -0.02 -0.03 0.00
H -1.4852 -3.5225 -4.7407 -0.01 -0.04 -0.02
H -2.5857 -4.1097 -3.4798 -0.01 -0.02 0.00
C 1.5371 1.7180 5.8870 0.02 -0.01 0.03
C 1.4293 2.5697 4.7971 0.02 0.06 0.05
C 1.4784 2.0614 3.5085 -0.03 -0.04 -0.09
C 1.6303 0.6966 3.2865 -0.10 0.01 0.14
C 1.7340 -0.1495 4.3865 -0.03 -0.06 -0.12
C 1.6841 0.3550 5.6780 0.00 0.03 0.04
As 1.5727 0.0305 1.4255 0.46 -0.08 0.48
C 2.7369 -1.4959 1.7689 0.09 -0.07 -0.07
C 2.3355 -2.7682 2.1445 -0.11 0.03 -0.11
C 3.2720 -3.7876 2.2406 0.03 -0.03 0.10
C 4.6106 -3.5263 1.9788 0.08 -0.02 -0.02
C 5.0220 -2.2549 1.6104 -0.06 0.07 -0.04
C 4.0845 -1.2337 1.4911 -0.11 -0.11 0.10
C 4.3606 0.1467 1.0672 -0.04 0.17 -0.11
C 5.6150 0.6729 0.7759 0.01 -0.02 -0.01
C 5.7405 2.0058 0.4155 0.01 -0.03 -0.06
C 4.6173 2.8179 0.3358 0.01 0.07 0.04
C 3.3608 2.2970 0.6108 -0.10 -0.01 -0.02
C 3.2280 0.9666 0.9724 0.09 -0.02 -0.11
H 1.5162 2.1147 6.8943 -0.06 0.01 0.00
H 1.2956 3.6330 4.9561 0.04 0.01 -0.04
H 1.3898 2.7322 2.6631 -0.06 0.06 0.02
H 1.8518 -1.2150 4.2333 -0.01 -0.01 0.05
H 1.7498 -0.3186 6.5237 0.05 -0.01 -0.01
H 1.2857 -2.9726 2.3270 0.01 -0.04 -0.01
H 2.9627 -4.7880 2.5150 -0.03 0.01 0.00
H 5.3411 -4.3224 2.0499 -0.01 -0.02 0.01
H 6.0671 -2.0634 1.4004 0.01 -0.03 -0.01
H 6.4981 0.0478 0.8298 0.00 -0.01 0.02
H 6.7184 2.4105 0.1856 0.00 0.01 0.02
H 4.7224 3.8588 0.0554 -0.01 0.00 -0.01
H 2.4824 2.9288 0.5375 0.01 0.00 -0.06



51
Properties=species:S:1:pos:R:3:forces:R:3 method="wB97M-V/def2-TZVPD" total_charge=-2 s2=0.77 multiplicity=2 gap_ev="8.53 / 3.62" e_lumo_ev="3.0 / -1.9"
Y 0.1613 0.0637 0.1825 -2.08 0.60 -1.98
N 2.2301 0.6626 0.7422 4.62 1.76 -3.20
S 3.0757 0.9111 2.0005 -0.93 0.24 10.15
O 3.3072 2.2609 2.4818 0.38 -1.20 -1.90
O 4.0806 -0.0828 2.3053 -0.99 1.01 -0.87
F 1.8111 0.5751 2.9613 0.42 -0.64 -0.27
S 3.6637 1.1495 -0.1933 1.44 -0.39 -8.07
O 4.7688 0.2026 -0.3886 -2.31 1.63 1.78
O 3.9416 2.5666 -0.3346 -0.57 -1.59 1.70
F 2.9170 0.9306 -1.6236 -0.37 -0.10 1.10
N -0.0492 -1.4922 1.6385 4.82 -2.53 -1.31
S 0.9988 -2.6184 2.1530 5.29 -5.77 -1.97
O 0.5864 -3.9943 1.7643 0.94 3.95 0.77
O 1.6842 -2.4482 3.3966 -1.63 0.46 -0.29
F 2.2258 -2.2409 1.1518 -1.57 0.00 0.00
S -1.1125 -1.7526 2.6258 -12.13 2.95 7.03
O -0.9874 -0.9236 3.8295 1.03 -2.66 -1.28
O -1.8114 -3.0330 2.6421 2.25 1.64 0.17
F -2.2541 -0.8160 1.9446 0.78 -0.85 -0.59
C -2.9957 2.3367 2.9229 2.23 -1.13 -0.53
F -3.9125 2.2899 1.9906 -0.59 0.03 -1.01
F -3.3800 3.1966 3.8306 -0.20 0.86 0.86
F -2.9230 1.1138 3.4909 -0.01 0.69 -0.01
S -1.2185 2.8580 2.2655 -2.26 4.35 1.92
O -1.4607 4.1150 1.5141 0.12 -2.54 -0.06
O -0.5345 3.1502 3.4988 0.25 -1.02 -0.16
O -0.7547 1.7042 1.5245 0.71 -1.43 -1.27
C -3.0104 -2.8113 -1.2806 -1.42 2.85 -0.11
F -2.1846 -3.1153 -2.2353 0.07 -0.92 -0.90
F -4.2876 -3.3027 -1.4912 1.87 0.04 0.20
F -2.5184 -3.1912 -0.1397 -0.06 -1.10 1.01
S -3.1568 -0.9079 -1.2171 -0.99 1.69 -3.06
O -3.2620 -0.4868 -2.6705 0.41 -1.20 3.75
O -4.2978 -0.6240 -0.3721 0.72 -0.43 -0.49
O -1.8780 -0.4202 -0.5892 -0.26 -0.60 -0.66
C 0.3961 4.2811 -2.4484 -0.02 -1.09 1.74
F 0.3323 4.8501 -3.6197 0.01 -0.17 -0.78
F 1.6471 4.2668 -1.9960 -0.26 0.15 -0.24
F -0.3875 4.9321 -1.6098 0.02 -0.14 0.00
S -0.1264 2.4227 -2.4928 -1.28 0.40 -0.34
O -1.5507 2.3988 -2.9451 2.52 -0.09 0.17
O 0.8815 1.8285 -3.3752 -0.92 0.14 -0.51
O 0.0270 1.8038 -1.1878 -0.11 1.85 -1.03
C 1.6090 -3.7636 -2.3400 -1.49 2.36 1.34
F 0.4721 -4.2589 -1.7574 1.45 0.25 -0.63
F 2.6074 -3.7815 -1.4270 -0.63 -0.69 -1.16
F 1.8543 -4.4206 -3.4543 0.50 -0.33 0.50
S 1.2775 -1.9073 -2.8320 -0.61 1.84 -3.22
O 0.1939 -1.9669 -3.8353 1.56 -0.66 1.77
O 0.7733 -1.1669 -1.6171 0.90 -0.94 0.27
O 2.5306 -1.3436 -3.3842 -1.63 -1.53 1.67